C35H42B3IO4 | wB97M-V/def2-TZVPD

Calculated values
LUMO energy in eV: 0.48
E_tot in Ha: -2032.33116
Highest occupied orbital energy in eV: -9.236
Max |F| in hartree/bohr: 0.0155
Structure (SMILES): COCB1OBOB(CCCI)O1.c1ccccc1.c1ccccc1.c1ccccc1.c1ccccc1.c1ccccc1
Gap between HOMO and LUMO in eV: 9.71

ORCA input file:
```
! wB97M-V def2-TZVPD RIJCOSX def2/J DEFGRID3
* xyz 0 1
I -1.102 1.767 -4.788
O 3.134 3.205 -3.482
O 4.496 0.711 -1.323
O 1.233 4.337 -2.680
O 2.583 3.110 -1.188
C 4.805 -2.086 6.443
C 5.971 -1.747 7.115
C -0.225 1.445 -1.832
C -10.531 -0.921 -6.838
C -4.594 -2.514 -0.766
C 4.402 -3.846 8.031
C 7.834 1.716 2.949
C -6.591 -1.558 -1.702
C -9.039 -1.216 -4.976
C 4.789 1.992 -1.883
C 6.327 0.640 1.407
C 0.381 0.016 1.416
C -5.836 -0.957 -2.700
C -3.838 -1.914 -1.763
C -1.240 1.026 2.877
C -5.969 -2.330 -0.730
C 7.575 0.732 3.893
C -9.108 0.144 -4.708
C 6.069 -0.341 2.356
C -10.603 0.438 -6.566
C -1.481 1.536 -2.701
C 0.061 2.730 -1.009
C -9.751 -1.748 -6.042
C 6.690 -0.295 3.597
C -0.576 -0.897 0.992
C 4.019 -3.135 6.902
C -1.864 -0.850 1.510
C 0.047 0.980 2.358
C 5.568 -3.506 8.703
C -2.195 0.110 2.455
C 7.210 1.669 1.710
C 6.352 -2.455 8.246
C -9.891 0.972 -5.501
C 4.122 -0.234 -2.306
C -4.459 -1.127 -2.723
B 2.310 4.317 -3.533
B 3.468 2.798 -2.198
B 1.301 3.444 -1.618
H -3.865 -0.652 -3.494
H -0.316 -1.652 0.259
H -11.085 -1.337 -7.670
H -9.945 2.032 -5.290
H -0.823 3.368 -0.962
H 8.063 0.767 4.859
H 3.108 -3.397 6.380
H -4.111 -3.127 -0.015
H -11.214 1.082 -7.185
H 8.523 2.519 3.179
H 5.837 0.599 0.442
H -7.665 -1.420 -1.677
H 0.628 1.203 -2.471
H 3.523 -1.004 -1.820
H -6.318 -0.349 -3.455
H -2.765 -2.056 -1.790
H -2.605 -1.563 1.173
H 5.380 -1.144 2.126
H 5.451 1.907 -2.752
H -9.697 -2.809 -6.252
H 6.485 -1.063 4.332
H -1.499 1.776 3.613
H -8.552 0.563 -3.878
H -0.351 0.607 -1.148
H 3.522 0.222 -3.102
H -2.088 0.640 -2.611
H 0.292 2.440 0.018
H 7.415 2.439 0.976
H 2.569 5.243 -4.228
H 7.260 -2.188 8.772
H 5.004 -0.706 -2.752
H 0.791 1.693 2.688
H 5.866 -4.059 9.585
H 5.344 2.540 -1.113
H -3.197 0.146 2.862
H -2.098 2.385 -2.424
H 3.792 -4.666 8.387
H 1.387 -0.023 1.015
H -8.431 -1.861 -4.354
H 4.504 -1.531 5.563
H -6.556 -2.790 0.054
H 6.585 -0.929 6.757
*
```